A.
The following is a quantum chemistry calculation of a cluster of 2 separate species, C6H9N2O2 in total, from the OMol25 dataset.

```
19
C6H9N2O2 (ωB97M-V with the def2-TZVPD basis set)
C -2.11552 0.02031 3.33255
C -0.99513 -0.93461 0.04472
C -0.13401 0.37893 1.63610
C -1.32060 -0.20573 2.05489
N 0.08106 -0.05651 0.36811
N -1.83878 -0.92141 1.01544
H 0.69449 0.34663 -0.36869
H -1.17176 -1.38148 -1.03300
H 0.47737 1.01631 2.24222
H -1.45836 -0.27621 4.17468
H -2.99866 -0.63690 3.37193
H -2.29745 1.13535 3.51726
C 1.55778 -0.18873 -3.33118
C 2.32080 0.67993 -2.27375
O 1.66790 0.95016 -1.24564
O 3.45773 1.00314 -2.67006
H 2.22235 -0.16191 -4.06544
H 0.62457 0.37077 -3.57386
H 1.22623 -1.13804 -3.19628
```

Summary:
- orbital gap (eV) = 8.5
- total charge = -1
- HOMO level (eV) = -4.865

Atomic partial charges in e from the Löwdin method, atoms 1 to 2:
1 C -0.080
2 C -0.208

---

B.
The following is a quantum chemistry calculation of a cluster of 2 separate species, C6H9N2O2 in total, from the OMol25 dataset.

```
19
C6H9N2O2 (ωB97M-V with the def2-TZVPD basis set)
C -1.99111 -1.55691 2.03130
C -2.91552 -1.23312 0.90980
O -2.48821 -0.97894 -0.21411
O -4.16424 -1.21962 1.06102
H -0.99976 -1.57548 1.56255
H -2.14465 -2.40805 2.61045
H -1.80520 -0.81908 2.88896
C 3.08708 0.92200 -1.93241
C 0.43516 1.46496 0.57504
C 0.58112 0.27580 -1.27335
C 1.88962 0.84211 -1.09635
N -0.23701 0.66259 -0.18939
N 1.71144 1.70073 0.02531
H -1.48811 -0.35112 -0.15353
H 0.06618 1.97710 1.38118
H 0.25502 -0.40812 -1.99582
H 3.57154 1.91681 -1.81673
H 2.95860 0.74496 -2.86853
H 3.67805 0.04340 -1.50539
```

Summary:
- orbital gap (eV) = 7.9
- total charge = -1
- HOMO level (eV) = -4.028

Atomic partial charges in e from the Löwdin method, atoms 1 to 2:
1 C -0.018
2 C -0.712

---

C.
The following is a quantum chemistry calculation of a cluster of 2 separate species, C6H9N2O2 in total, from the OMol25 dataset.

```
19
C6H9N2O2 (ωB97M-V with the def2-TZVPD basis set)
C 0.94524 2.54500 -2.06762
C 0.54116 1.09088 -1.68225
C 0.37103 -0.47162 -0.20935
C 0.58532 -0.08441 -2.46198
N 0.60052 0.85866 -0.26848
N 0.34646 -1.11546 -1.56553
H 0.27523 -1.16547 0.67345
H 0.52533 3.03968 -1.08008
H 0.96216 2.75654 -3.03949
H 0.03423 -1.91937 -1.99471
H 0.45397 -0.21747 -3.51724
H 2.05127 2.80308 -1.98115
C -1.62563 -0.75882 2.78355
C -0.39898 -1.66415 2.75576
O 0.75494 -1.21224 2.79780
O -0.61763 -2.93014 2.73030
H -2.18981 -0.92063 1.79683
H -1.37585 0.33301 2.69123
H -2.23895 -0.96705 3.63897
```

Summary:
- orbital gap (eV) = 6.9
- total charge = -1
- HOMO level (eV) = -3.729

Atomic partial charges in e from the Löwdin method, atoms 1 to 2:
1 C -0.080
2 C -0.339

---

D.
The following is a quantum chemistry calculation of a cluster of 2 separate species, C6H9N2O2 in total, from the OMol25 dataset.

```
19
C6H9N2O2 (ωB97M-V with the def2-TZVPD basis set)
C 1.46167 -1.25506 -3.87261
C -0.20669 -1.73812 -0.75675
C 0.63949 -0.00836 -1.74653
C 0.80413 -1.11523 -2.53422
N -0.00552 -0.41862 -0.61908
N 0.27118 -2.20221 -1.89117
H -0.29812 0.17704 0.17481
H -0.65470 -2.26616 0.07831
H 0.90293 1.02162 -1.91028
H 0.78895 -1.08219 -4.71475
H 1.82512 -2.28880 -3.93797
H 2.34524 -0.62397 -3.90150
C 0.07278 2.26185 3.55887
C -0.87202 1.44307 2.63834
O -0.29358 0.74375 1.74974
O -2.09185 1.54599 2.84010
H 0.59915 3.01521 2.95996
H 0.78517 1.58448 4.04531
H -0.53886 2.74653 4.32096
```

Summary:
- orbital gap (eV) = 8.4
- total charge = -1
- HOMO level (eV) = -4.751

Atomic partial charges in e from the Löwdin method, atoms 1 to 2:
1 C -0.071
2 C -0.224

---

Least stable = C

---

A.
The following is a quantum chemistry calculation of a cluster of 2 separate species, H4NPS in total, from the OMol25 dataset.

```
7
H4NPS (ωB97M-V with the def2-TZVPD basis set)
N -0.94030 0.16750 -0.90904
P 0.63543 -0.09223 -0.34534
S 0.48473 -0.64625 1.55633
H -1.09123 1.23038 -0.77807
H -1.78131 -0.30016 -0.86395
H 0.85898 -1.36086 -1.04395
H 1.83370 1.00162 2.38402
```

Summary:
- orbital gap (spin up / spin down) (eV) = 7.2 / 8.1
- HOMO level (spin up / spin down) (eV) = -9.081 / -8.995

Atomic partial charges in e from the Löwdin method, atoms 1 to 2:
1 N -0.349
2 P 0.237

---

B.
The following is a quantum chemistry calculation of a cluster of 2 separate species, H4NPS in total, from the OMol25 dataset.

```
7
H4NPS (ωB97M-V with the def2-TZVPD basis set)
N -0.53541 -0.47033 0.75005
P -0.61674 0.28291 -0.74761
S 1.25828 1.33000 -0.76130
H -1.32875 -0.52957 1.28861
H 0.09522 -1.26697 0.76948
H 0.05649 -1.32230 -1.70497
H 1.07091 1.97625 0.40573
```

Summary:
- orbital gap (eV) = 8.8
- HOMO level (eV) = -8.752

Atomic partial charges in e from the Löwdin method, atoms 1 to 2:
1 N -0.367
2 P 0.389

---

C.
The following is a quantum chemistry calculation of an isolated molecule of H4NPS, from the OMol25 dataset.

```
7
H4NPS (ωB97M-V with the def2-TZVPD basis set)
N -0.83912 0.53917 0.67047
P 0.34271 -0.62406 0.45345
S 0.37705 -0.43831 -1.71406
H -0.55036 1.52080 0.80262
H -1.83296 0.41095 0.75220
H 1.59605 0.16520 0.66012
H 0.90664 -1.57375 -1.62479
```

Summary:
- orbital gap (eV) = 9.4
- SMILES = NPS
- HOMO level (eV) = -8.542

Atomic partial charges in e from the Löwdin method, atoms 1 to 2:
1 N -0.389
2 P 0.447

---

Least stable = A

---

A.
The following is a quantum chemistry calculation of a cluster of 2 separate species, C4H9P in total, from the OMol25 dataset.

```
14
C4H9P (ωB97M-V with the def2-TZVPD basis set)
C 0.40257 -0.95078 1.18705
C 0.71167 -0.99431 -0.31365
C -0.33338 -0.16122 0.16052
C 0.39920 1.80599 0.30786
P -2.08561 -0.25271 -0.18039
H -0.10548 -1.74742 1.86786
H 1.27822 -0.43364 1.64857
H 1.59898 -0.43588 -0.63940
H 0.44145 -1.70348 -1.09985
H 1.10045 1.64170 1.11025
H -0.36592 2.43109 0.56687
H 0.89604 2.06982 -0.60012
H -1.96956 -1.57867 0.12856
H -1.87959 -0.32827 -1.56468
```

Summary:
- orbital gap (eV) = 9.9
- HOMO level (eV) = -8.866

Atomic partial charges in e from the Löwdin method, atoms 1 to 2:
1 C -0.160
2 C -0.218

---

B.
The following is a quantum chemistry calculation of an isolated molecule of C4H9P, from the OMol25 dataset.

```
14
C4H9P (ωB97M-V with the def2-TZVPD basis set)
H -1.99767 -1.75291 -0.36156
P -2.51001 -0.45091 -0.00226
C -0.98928 0.23088 -0.21429
C -0.92753 1.76005 0.16359
C 0.22164 -0.58411 -0.55263
C 1.23279 -1.01957 0.53929
H -2.01048 2.04205 0.24046
H -0.51034 2.30551 -0.63432
H -0.47229 1.83529 1.07146
H 0.84254 0.01999 -1.29533
H 0.11346 -1.44929 -1.20255
H 0.62462 -1.32790 1.47312
H 1.95606 -0.21584 0.84194
H 1.73340 -2.09371 0.36960
```

Summary:
- orbital gap (eV) = 9.6
- SMILES = [H]/P=C(/C)CC
- HOMO level (eV) = -9.068

Atomic partial charges in e from the Löwdin method, atoms 1 to 2:
1 H -0.129
2 P 0.852

---

C.
The following is a quantum chemistry calculation of an isolated molecule of C4H9P, from the OMol25 dataset.

```
14
C4H9P (ωB97M-V with the def2-TZVPD basis set)
C -2.13869 0.23759 -0.36570
C -1.20701 1.35622 -0.08564
C 0.04539 1.40626 0.36034
P 0.85668 -0.11872 0.73107
C 2.20038 -0.86557 -0.32471
H -1.62959 -0.83215 -0.40480
H -2.56599 0.21377 -1.43535
H -2.92925 0.24971 0.32033
H -1.69522 2.33907 -0.32355
H 1.54653 -0.08060 2.01271
H 0.18627 -1.31315 1.20038
H 1.72189 -0.40220 -1.19924
H 3.14888 -0.27755 -0.14466
H 2.45973 -1.91269 -0.34117
```

Summary:
- orbital gap (eV) = 8.3
- SMILES = CC=C=[PH2]C
- HOMO level (eV) = -7.602

Atomic partial charges in e from the Löwdin method, atoms 1 to 2:
1 C -0.165
2 C -0.381

---

Least stable = C

---

A.
The following is a quantum chemistry calculation of a cluster of 2 separate species, CH4N2P2 in total, from the OMol25 dataset.

```
9
CH4N2P2 (ωB97M-V with the def2-TZVPD basis set)
C -0.05423 0.16777 -0.02024
N -1.05138 -0.31464 -0.92892
N 0.96716 -0.61958 0.45310
P -1.70074 0.79380 0.28136
P 1.59715 0.90650 -0.03678
H -1.19278 -0.00318 -1.88242
H 1.14783 -1.13524 1.94287
H -1.87183 -0.13015 1.31455
H 2.15882 0.33473 -1.12353
```

Summary:
- orbital gap (eV) = 8.8
- HOMO level (eV) = -8.963

Atomic partial charges in e from the Löwdin method, atoms 1 to 2:
1 C -1.155
2 N -0.218

---

B.
The following is a quantum chemistry calculation of an isolated molecule of CH4N2P2, from the OMol25 dataset.

```
9
CH4N2P2 (ωB97M-V with the def2-TZVPD basis set)
H 2.60958 2.16767 -0.02108
N 1.98069 1.38296 0.06865
P 2.41441 -0.09338 -0.04594
C 0.32681 -0.91532 0.25585
P -0.76921 0.39609 0.76096
N -1.72535 0.32023 -0.48203
H -2.44926 0.96255 -0.59620
H 0.18058 -1.89289 0.64081
H 0.19697 -0.91239 -0.80716
```

Summary:
- orbital gap (eV) = 8.0
- SMILES = [H]/N=P/C/P=N/[H]
- HOMO level (eV) = -8.471

Atomic partial charges in e from the Löwdin method, atoms 1 to 2:
1 H -0.037
2 N -0.408

---

Least stable = A

---

A.
The following is a quantum chemistry calculation of a cluster of 2 separate species, C5H6ClN2S in total, from the OMol25 dataset.

```
15
C5H6ClN2S (ωB97M-V with the def2-TZVPD basis set)
C -0.58983 -0.92216 -2.19163
C -0.94750 -1.86309 -1.33295
C -1.36266 -1.09296 -3.45175
C -1.77844 -4.09671 -1.26798
C -1.99667 -2.78046 -1.94867
N -2.11714 -2.12245 -3.54529
N 3.81457 5.87350 5.51163
S -1.45806 -5.36512 -0.47732
Cl -1.55310 0.12464 -4.57800
H 0.19459 -0.11449 -2.09604
H -0.47981 -1.95519 -0.44137
H -3.02172 -2.52809 -1.42218
H 2.81616 5.55002 5.62042
H 4.22942 6.26966 6.35624
H 4.25016 5.02290 5.26490
```

Summary:
- orbital gap (eV) = 4.5
- total charge = +1
- HOMO level (eV) = -11.195

Atomic partial charges in e from the Löwdin method, atoms 1 to 2:
1 C -0.037
2 C -0.063

---

B.
The following is a quantum chemistry calculation of the ion C5H6ClN2S with charge +1, from the OMol25 dataset.

```
15
C5H6ClN2S (ωB97M-V with the def2-TZVPD basis set)
C 0.50818 -2.35697 0.73556
C 1.00828 -0.91963 0.15014
S 2.66288 -0.89851 -0.31157
Cl 3.22393 1.07226 -0.53017
N 0.14437 0.08760 -0.11013
C -0.90524 0.28973 0.82527
C -1.75759 1.21273 0.29791
N -1.22673 1.57165 -0.88765
C -0.12738 0.82308 -1.16721
H 1.50258 -2.70452 0.99302
H -0.41039 -2.78399 1.13644
H -0.78543 -0.14471 1.79503
H -2.58132 1.65135 0.65789
H -1.69717 2.19441 -1.58129
H 0.44104 0.90552 -2.00324
```

Summary:
- orbital gap (spin up / spin down) (eV) = 7.6 / 7.6
- SMILES = C=C(SCl)[n+]1cc[nH]c1
- total charge = +1
- HOMO level (spin up / spin down) (eV) = -12.281 / -12.235

Atomic partial charges in e from the Löwdin method, atoms 1 to 2:
1 C 0.127
2 C -0.640

---

Least stable = A